Entry from OMol25: C38H31NO2P2S4Tc as an isolated structure (ωB97M-V/def2-TZVPD).

The geometry in XYZ format:
```
79
Properties=species:S:1:pos:R:3:forces:R:3
Tc -0.12118 -0.09063 0.73537 -0.9 -0.8 0.7
C 2.37546 -2.08438 -0.33602 -0.1 -0.1 0.0
P 2.01294 -1.08965 1.15038 0.3 0.7 -0.6
C 3.32481 0.17920 1.15496 0.0 0.0 0.1
C 3.70885 0.77070 -0.05054 0.0 0.1 0.0
C 4.63729 1.80723 -0.05452 -0.1 -0.1 0.0
C 5.18302 2.26083 1.14015 0.0 0.0 0.0
C 4.79529 1.68291 2.34269 -0.1 -0.1 0.0
C 3.86390 0.65191 2.35222 0.0 0.0 0.0
C 2.34072 -2.13999 2.57746 -0.3 0.0 0.2
C 1.32859 -2.44542 3.48367 0.2 -0.1 0.1
C 1.60458 -3.25419 4.58367 0.0 0.0 -0.1
C 2.88409 -3.75520 4.77148 0.0 0.0 0.0
C 3.89634 -3.45542 3.86262 0.0 0.0 0.0
C 3.62930 -2.64606 2.76892 0.0 -0.1 0.0
C 1.61650 -1.47259 -1.46375 -0.2 0.1 -0.1
C 1.62474 -1.70697 -2.81334 0.0 0.0 -0.2
C 0.53724 -0.96544 -3.37286 0.1 -0.1 -0.2
C -0.07130 -0.31823 -2.33457 0.2 -0.1 0.1
C -1.30025 0.51410 -2.21903 0.0 0.1 0.1
P -0.88955 1.59222 -0.81107 0.8 0.3 -0.3
C 0.38436 2.72591 -1.49760 -0.1 0.1 0.1
C 0.62692 2.76224 -2.87239 0.1 0.0 -0.1
C 1.57375 3.62772 -3.40623 0.0 0.0 0.0
C 2.29591 4.47664 -2.57818 0.0 0.0 0.0
C 2.06362 4.45389 -1.21034 -0.1 -0.1 0.0
C 1.11660 3.58748 -0.67445 0.0 0.1 0.0
C -2.31493 2.58472 -0.33729 -0.1 -0.2 0.3
C -3.47973 1.88518 -0.00422 -0.1 0.0 0.0
C -4.58841 2.56126 0.48047 0.0 -0.1 0.0
C -4.53305 3.93875 0.65897 0.0 0.0 0.0
C -3.37734 4.63675 0.33455 0.0 -0.1 0.0
C -2.26455 3.96397 -0.16112 -0.2 0.0 0.0
N 0.59640 -0.59321 -1.15431 0.1 0.0 -0.3
H 2.01466 -3.09653 -0.13463 0.0 0.0 0.0
H 3.44885 -2.13189 -0.50727 0.1 0.0 0.0
H 3.27415 0.43789 -0.98939 0.0 0.0 0.1
H 4.92731 2.26325 -0.99572 0.0 -0.1 0.1
H 5.90832 3.06803 1.13505 -0.1 -0.1 0.0
H 5.20778 2.04382 3.27840 0.0 0.0 -0.1
H 3.54882 0.22206 3.29528 0.0 0.0 0.0
H 0.33349 -2.04908 3.33322 0.0 0.0 0.0
H 0.81724 -3.48701 5.29207 0.1 0.0 -0.1
H 3.10006 -4.38085 5.63140 0.0 0.1 -0.1
H 4.89695 -3.84996 4.01111 -0.1 0.1 0.0
H 4.42164 -2.40007 2.06830 0.0 0.0 0.1
H 2.31146 -2.35416 -3.34690 -0.1 0.1 0.1
H 0.23388 -0.93964 -4.41402 0.1 0.0 0.2
H -2.14802 -0.10123 -1.92328 -0.2 0.0 0.1
H -1.56591 1.05704 -3.11960 0.0 0.1 -0.1
H 0.10313 2.10151 -3.54822 0.0 0.0 0.0
H 1.74746 3.63043 -4.47641 0.0 0.0 0.1
H 3.03045 5.15547 -2.99947 -0.1 -0.1 0.0
H 2.62016 5.10792 -0.54734 -0.1 -0.1 -0.1
H 0.94560 3.59768 0.39325 0.0 0.0 0.0
H -3.51827 0.80596 -0.12480 0.0 0.0 0.1
H -5.49235 2.01312 0.72779 0.1 0.1 0.0
H -5.39163 4.46773 1.05927 0.1 0.0 -0.1
H -3.33380 5.71056 0.47368 0.0 -0.1 0.0
H -1.37359 4.51758 -0.41875 0.1 0.0 0.0
S -0.86290 2.37455 4.58138 0.0 0.0 0.1
C -0.52979 1.48683 3.26480 0.0 0.2 0.0
S -1.36677 0.03479 2.76400 0.2 0.0 -0.5
S 0.69182 1.80078 2.09320 0.1 -0.2 0.0
O -8.01275 -2.62882 1.82639 0.0 -0.1 0.0
C -7.19211 -3.45490 1.13714 0.1 0.2 0.1
O -7.63573 -4.46771 0.68347 0.0 -0.3 -0.2
C -5.75989 -3.03185 0.97766 -0.2 0.0 0.1
C -5.18398 -1.96696 1.65578 0.2 0.1 0.0
C -3.84560 -1.63422 1.47712 -0.1 0.0 0.0
C -3.04448 -2.37032 0.60288 -0.1 0.0 0.1
S -1.33208 -2.10542 0.21666 0.1 0.2 0.2
C -3.63438 -3.44203 -0.08361 0.0 -0.1 0.0
C -4.96696 -3.76636 0.10539 0.2 -0.1 -0.2
H -7.53296 -1.84874 2.11034 0.1 0.2 0.1
H -5.74922 -1.37441 2.36879 0.0 0.0 0.0
H -3.43456 -0.79997 2.02659 -0.1 -0.1 0.0
H -3.02629 -4.01771 -0.77693 -0.1 0.1 0.1
H -5.41948 -4.59710 -0.42319 0.1 0.0 0.0
```
Forces are in eV/Å.

Results
charge: 0
lowest unoccupied orbital energy (alpha / beta): -2.03 / -1.75 eV
HOMO energy (alpha / beta): -7.535 / -7.462 eV
spin multiplicity: 2

Atom charges from the Löwdin analysis, given in e for atoms 1 to 6: atom 1 (Tc): 0.52, atom 2 (C): -0.24, atom 3 (P): 0.98, atom 4 (C): -0.39, atom 5 (C): -0.08, atom 6 (C): -0.08

Entry from OMol25: C38H32AsCl2CoNO4STe as an isolated structure (ωB97M-V/def2-TZVPD).

The geometry in XYZ format:
```
81
Properties=species:S:1:pos:R:3:forces:R:3
Co 0.66990 0.33849 -0.22768 -0.3 0.0 0.3
S 0.22815 -1.61257 1.00446 0.0 0.0 0.1
C -0.72861 -2.81530 0.15806 0.0 0.0 0.0
C -0.70379 -4.12534 0.66550 0.0 0.0 0.0
C -1.41811 -5.14695 0.07116 0.0 0.0 0.0
C -2.19080 -4.90242 -1.06097 0.0 0.0 0.0
C -2.23164 -3.61806 -1.57750 0.0 0.0 0.0
C -1.51300 -2.58213 -0.98450 0.0 0.0 0.0
As -1.54213 -0.77368 -1.68012 -0.1 -0.1 0.0
C -2.19806 -1.12069 -3.50025 0.0 0.0 0.0
C -1.25956 -1.45055 -4.47728 0.0 0.0 0.0
C -1.64554 -1.68783 -5.78892 0.0 0.0 0.0
C -2.98204 -1.58332 -6.14670 0.0 0.0 0.0
C -3.92437 -1.24467 -5.18637 0.0 0.0 0.0
C -3.53559 -1.01569 -3.87275 0.0 0.0 0.0
C -3.19882 -0.11967 -0.90246 0.0 0.0 0.0
C -3.95597 -0.86722 -0.01324 0.0 0.0 0.0
C -5.11889 -0.33358 0.53416 0.0 0.0 0.0
C -5.53226 0.94191 0.18614 0.0 0.0 0.0
C -4.77316 1.69567 -0.70304 0.0 0.0 0.0
C -3.60722 1.17046 -1.23319 0.0 0.0 0.0
H -0.09346 -4.32045 1.53851 0.0 0.0 0.0
H -1.36733 -6.14544 0.48933 0.0 0.0 0.0
H -2.75064 -5.69992 -1.53295 0.0 0.0 0.0
H -2.82861 -3.41760 -2.45998 0.0 0.0 0.0
H -0.20951 -1.52457 -4.21949 0.0 0.0 0.0
H -0.90065 -1.94662 -6.53100 0.0 0.0 0.0
H -3.28681 -1.76206 -7.17024 0.0 0.0 0.0
H -4.96956 -1.16020 -5.45805 0.0 0.0 0.0
H -4.28177 -0.75862 -3.13095 0.0 0.0 0.0
H -3.63563 -1.86457 0.26269 0.0 0.0 0.0
H -5.69886 -0.92045 1.23571 0.0 0.0 0.0
H -6.43806 1.35530 0.61225 0.0 0.0 0.0
H -5.08348 2.69905 -0.96815 0.0 0.0 0.0
H -2.99834 1.77129 -1.89943 0.0 0.0 0.0
Cl 4.42528 3.23946 2.55886 0.0 0.0 0.0
C 3.46457 1.79282 2.20741 0.0 0.0 0.0
Cl 4.30451 0.33877 2.79963 0.0 0.0 0.0
C 3.09476 1.65468 0.71356 0.0 0.0 0.0
O 3.28747 2.59650 -0.04858 0.0 0.0 0.0
O 2.55481 0.53280 0.45629 -0.1 0.1 -0.1
H 2.52881 1.87780 2.75238 0.0 0.0 0.0
C -1.99069 2.51599 2.07891 0.0 0.0 0.0
C -0.79066 1.95169 1.35175 0.0 0.0 0.0
O 0.32487 1.94927 1.88056 0.0 0.0 0.0
O -1.00555 1.45547 0.18395 0.2 0.1 0.1
H -1.72947 3.46316 2.54852 0.0 0.0 0.0
H -2.26317 1.81358 2.86868 0.0 0.0 0.0
H -2.83813 2.63465 1.40658 0.0 0.0 0.0
C -0.31294 2.47090 -3.31901 0.0 0.0 0.0
Te 0.94688 2.85432 -1.61461 0.0 -0.1 -0.1
C 2.51057 2.96823 -3.06310 0.0 0.0 0.0
C 1.86059 3.06077 -4.41838 0.0 0.0 0.0
C 2.60393 3.38208 -5.55296 0.0 0.0 0.0
C 2.00270 3.46253 -6.79772 0.0 0.0 0.0
C 0.63998 3.22020 -6.92208 0.0 0.0 0.0
C -0.10602 2.90173 -5.79996 0.0 0.0 0.0
C 0.49188 2.82021 -4.54340 0.0 0.0 0.0
H -1.23138 3.05488 -3.26600 0.0 0.0 0.0
H -0.58746 1.41408 -3.31736 0.0 0.0 0.0
H 3.14026 2.08364 -2.97605 0.0 0.0 0.0
H 3.13672 3.83076 -2.84452 0.0 0.0 0.0
H 3.66608 3.57348 -5.45128 0.0 0.0 0.0
H 2.59306 3.71714 -7.66905 0.0 0.0 0.0
H 0.16090 3.28342 -7.89115 0.0 0.0 0.0
H -1.16958 2.71176 -5.89162 0.0 0.0 0.0
C 1.94216 -0.56856 -2.28041 0.5 -0.3 -0.6
C 2.37819 -1.82473 -1.80061 -0.1 0.0 0.1
C 3.55048 -1.93432 -1.01586 0.0 0.0 0.0
C 3.94838 -3.14790 -0.51388 0.0 0.0 0.0
C 3.19439 -4.29956 -0.77835 0.0 0.0 0.0
C 2.03592 -4.21695 -1.55598 0.0 0.0 0.0
C 1.63790 -3.00041 -2.05749 0.0 0.0 0.0
C 3.61235 -5.56808 -0.25771 0.0 0.0 0.0
N 3.94780 -6.59109 0.14953 0.0 0.0 0.0
H 1.12813 -0.52933 -2.99070 0.0 0.1 0.1
H 2.64089 0.25330 -2.29195 -0.1 0.1 0.2
H 4.10157 -1.03657 -0.77411 0.0 0.0 0.0
H 4.83479 -3.22177 0.10170 0.0 0.0 0.0
H 1.44774 -5.10541 -1.74363 0.0 0.0 0.0
H 0.72370 -2.94248 -2.63367 0.0 0.0 0.0
```
Forces are in eV/Å.

Results
charge: -1
lowest unoccupied orbital energy (alpha / beta): 2.21 / 0.85 eV
HOMO energy (alpha / beta): -4.945 / -4.939 eV
spin multiplicity: 5

Atom charges from the Löwdin analysis, given in e for atoms 1 to 6: atom 1 (Co): 0.33, atom 2 (S): 0.67, atom 3 (C): -0.70, atom 4 (C): -0.14, atom 5 (C): -0.10, atom 6 (C): -0.11

Entry from OMol25: C38H32BCl2F4MnOP2S3 as an isolated structure (ωB97M-V/def2-TZVPD).

The geometry in XYZ format:
```
84
Properties=species:S:1:pos:R:3:forces:R:3
Mn 0.25640 -0.04736 0.14402 0.0 -0.5 -0.1
S -1.38455 -1.39981 1.61561 0.1 0.0 -0.5
P -1.84373 0.51117 1.91677 0.0 0.1 0.7
C -0.27508 1.21170 1.64591 -1.1 0.8 -0.6
P 0.10921 2.63961 0.74868 0.2 0.5 0.6
S 1.68659 1.96477 -0.28826 -0.1 -0.1 -0.2
C 0.55938 3.99455 1.86676 0.0 -0.1 0.0
C -0.05007 4.06995 3.11449 0.0 0.0 -0.1
C 0.26611 5.11009 3.97661 0.0 0.0 0.0
C 1.19389 6.06789 3.59234 0.0 0.0 0.0
C 1.80692 5.98790 2.34849 0.0 0.0 0.0
C 1.49311 4.95048 1.48416 0.0 0.0 0.0
C -1.09164 3.40844 -0.38500 0.0 -0.1 0.1
C -1.60146 4.68438 -0.15790 0.1 -0.1 -0.1
C -2.53514 5.21844 -1.03478 0.0 0.0 0.0
C -2.97692 4.47719 -2.11942 0.0 0.0 0.0
C -2.47271 3.20303 -2.34666 0.0 0.0 0.0
C -1.52930 2.67189 -1.48464 0.0 0.0 0.0
C -2.40567 0.77036 3.62689 0.1 0.0 -0.1
C -1.45746 1.00283 4.61874 0.0 0.0 0.0
C -1.85092 1.10145 5.94517 0.0 0.0 0.0
C -3.18983 0.96414 6.28336 0.0 0.0 0.0
C -4.13613 0.72124 5.29698 0.0 0.0 0.0
C -3.74769 0.62065 3.96973 0.1 0.0 0.0
C -3.25675 1.11644 0.95065 0.1 -0.1 0.1
C -3.85354 0.32019 -0.01765 0.0 0.0 0.1
C -4.93277 0.81326 -0.74059 0.0 0.0 0.0
C -5.42215 2.08367 -0.48263 0.0 0.0 0.0
C -4.83518 2.87419 0.49917 0.0 0.1 0.0
C -3.75136 2.39514 1.21289 0.0 -0.1 -0.1
H -0.76312 3.30793 3.40743 0.0 0.0 0.0
H -0.20898 5.17024 4.94743 0.0 0.0 0.0
H 1.44793 6.87484 4.26750 0.0 0.0 0.0
H 2.53175 6.73598 2.05413 0.0 0.0 0.0
H 1.97597 4.86947 0.51687 0.0 0.0 0.0
H -1.26465 5.25952 0.69407 0.0 0.0 0.0
H -2.92030 6.21628 -0.86689 0.0 0.0 0.0
H -3.72466 4.88866 -2.78571 0.0 0.0 0.0
H -2.80878 2.62007 -3.19461 0.0 0.0 0.0
H -1.12697 1.68224 -1.67338 -0.1 0.0 0.0
H -0.41529 1.10253 4.33889 0.0 0.0 0.0
H -1.11119 1.27424 6.71670 0.0 0.0 0.0
H -3.49662 1.03969 7.31874 0.0 0.0 0.0
H -5.17880 0.60448 5.56298 0.0 0.0 0.0
H -4.48157 0.42072 3.19960 0.0 0.0 0.0
H -3.49468 -0.68472 -0.18481 0.1 0.0 -0.1
H -5.39145 0.19461 -1.50113 0.0 0.0 0.0
H -6.27373 2.46012 -1.03578 0.0 0.0 0.0
H -5.22633 3.86187 0.70837 0.0 0.0 0.0
H -3.29428 3.00405 1.98583 0.0 0.0 0.0
O 1.42951 -0.67914 -1.49057 0.3 0.0 0.0
S 1.40938 -1.45354 -2.78579 0.2 0.1 -0.5
C 3.07798 -1.26935 -3.42126 -0.1 -0.1 0.0
C 3.86000 -0.17254 -3.10076 0.0 0.0 0.1
C 5.11444 -0.05378 -3.67696 0.0 0.0 0.0
C 5.57643 -1.02849 -4.55286 0.0 0.0 0.0
C 4.79506 -2.13789 -4.84296 0.0 0.0 0.0
C 3.53651 -2.26304 -4.27244 0.0 0.0 0.0
C 0.60307 -0.38043 -3.98656 0.0 0.0 0.1
C 0.64870 0.99534 -3.83151 0.1 0.0 0.0
C -0.05027 1.79586 -4.72135 0.0 0.0 0.0
C -0.79206 1.21871 -5.74429 0.0 0.0 0.1
C -0.81586 -0.16060 -5.89638 0.1 0.0 0.0
C -0.11608 -0.96919 -5.01341 0.1 -0.1 -0.1
H 3.49360 0.56409 -2.39607 0.0 0.0 0.0
H 5.73142 0.80365 -3.44262 0.0 0.0 0.0
H 6.55355 -0.92763 -5.00689 0.0 0.0 0.0
H 5.16681 -2.90802 -5.50546 0.0 0.0 0.0
H 2.91293 -3.12431 -4.48161 0.0 0.0 0.0
H 1.20292 1.43935 -3.01563 0.0 0.0 0.1
H -0.02471 2.87159 -4.60388 0.0 0.0 0.0
H -1.36992 1.84519 -6.41155 0.0 0.0 0.0
H -1.39564 -0.60983 -6.69161 0.0 0.0 0.0
H -0.15099 -2.04751 -5.10589 -0.1 0.1 0.0
Cl 1.47459 -1.02513 4.05259 0.0 0.0 0.0
C 2.71462 -1.32760 2.84319 -0.2 0.1 0.1
Cl 2.07266 -1.49906 1.18669 0.7 -0.6 0.2
H 3.19737 -2.26659 3.08268 0.0 0.0 -0.1
H 3.41128 -0.49861 2.83688 0.0 0.0 0.0
F -2.73973 -2.49482 -1.24097 0.0 0.0 0.0
B -1.49136 -2.13933 -1.68606 0.0 0.3 0.2
F -1.26279 -0.68898 -1.34799 -0.1 0.0 -0.2
F -0.44910 -2.81844 -1.05714 -0.1 -0.1 0.0
F -1.38999 -2.22665 -3.06471 -0.1 -0.2 0.1
```
Forces are in eV/Å.

Results
charge: 0
lowest unoccupied orbital energy (alpha / beta): -1.22 / 0.43 eV
HOMO energy (alpha / beta): -8.040 / -8.249 eV
spin multiplicity: 5

Atom charges from the Löwdin analysis, given in e for atoms 1 to 6: atom 1 (Mn): 0.37, atom 2 (S): 0.47, atom 3 (P): 0.45, atom 4 (C): -0.59, atom 5 (P): 0.46, atom 6 (S): 0.43

Total energy (computed, eV): -109613.764, -191247.723, -160975.736
Energy above the lowest of the compared OMol25 structures with the same formula, charge and spin (computed, kcal/mol): 0.0, 0.0, 23.1